[1]
This record from the OMol25 dataset describes a 12-piece molecular cluster, C46H74N12O7 overall. The level of theory is the ωB97M-V functional and the def2-TZVPD basis.

Frontier orbital gap = 8.985 eV
HOMO = -8.651 eV
Calculated total energy = -2980.97761 Ha
Structure (SMILES) = CNC(C)=O.CNC(C)=O.CNC(C)=O.CNC(C)=O.CNC(C)=O.CNC(C)=O.CNC(C)=O.c1ccncc1.c1ccncc1.c1ccncc1.c1ccncc1.c1ccncc1

Structure (XYZ):
```
139
C46H74N12O7 | the OMol25 dataset | the ωB97M-V functional and the def2-TZVPD basis
C -4.001 3.837 -1.122
C -4.112 5.115 -0.409
O -4.644 6.100 -0.837
N -3.636 5.075 0.880
C -3.600 6.335 1.531
H -3.701 4.057 -2.149
H -4.899 3.240 -1.169
H -3.230 3.139 -0.633
H -3.361 4.175 1.240
H -2.747 6.959 1.159
H -3.625 6.212 2.591
H -4.504 6.797 1.250
C 3.807 1.559 4.094
C 2.923 0.537 3.335
O 1.706 0.610 3.342
N 3.655 -0.387 2.597
C 5.102 -0.131 2.260
H 4.484 2.012 3.283
H 4.452 1.045 4.817
H 3.250 2.270 4.627
H 3.235 -0.804 1.779
H 5.653 0.073 3.163
H 5.136 0.730 1.608
H 5.613 -0.966 1.885
C -0.115 -3.019 -4.065
C 1.311 -3.372 -4.226
O 1.954 -2.976 -5.205
N 1.869 -4.286 -3.291
C 3.199 -4.766 -3.496
H -0.668 -3.503 -4.840
H -0.282 -1.927 -4.248
H -0.552 -3.238 -3.063
H 1.400 -4.679 -2.481
H 3.390 -5.730 -2.887
H 3.980 -4.088 -3.232
H 3.289 -4.982 -4.589
C 4.351 -1.488 -2.905
C 4.943 -0.509 -1.866
O 4.244 -0.040 -0.937
N 6.274 -0.337 -1.973
C 7.094 0.335 -0.963
H 5.132 -2.234 -3.193
H 4.025 -0.949 -3.790
H 3.533 -1.955 -2.339
H 6.702 -0.699 -2.814
H 6.367 0.909 -0.333
H 7.732 1.008 -1.448
H 7.627 -0.433 -0.421
C -5.886 -4.512 -0.681
C -4.698 -5.127 -1.492
O -3.961 -5.957 -0.978
N -4.569 -4.575 -2.712
C -3.433 -4.898 -3.543
H -6.571 -3.859 -1.170
H -5.432 -3.865 0.088
H -6.414 -5.303 -0.204
H -5.012 -3.695 -2.869
H -3.094 -4.019 -4.131
H -3.662 -5.744 -4.232
H -2.577 -5.184 -2.989
C -4.425 -1.265 -4.864
C -4.966 -1.212 -3.417
O -5.871 -1.998 -3.138
N -4.416 -0.242 -2.657
C -4.757 -0.247 -1.289
H -3.604 -2.055 -4.915
H -4.068 -0.289 -5.274
H -5.187 -1.706 -5.496
H -3.507 0.093 -2.975
H -5.586 -0.857 -1.120
H -4.909 0.795 -0.932
H -3.965 -0.651 -0.673
C -4.685 0.728 3.025
C -3.319 1.332 3.308
O -2.674 1.844 2.386
N -2.798 1.336 4.536
C -1.523 1.983 4.768
H -5.388 1.047 3.760
H -4.537 -0.340 2.948
H -4.995 1.105 2.078
H -3.263 0.889 5.328
H -1.472 2.329 5.813
H -1.453 2.860 4.204
H -0.707 1.344 4.525
N 4.676 3.048 1.140
C 3.669 2.969 0.333
C 3.692 3.480 -0.968
C 4.865 3.999 -1.473
C 6.022 3.989 -0.707
C 5.851 3.434 0.571
H 2.720 2.538 0.703
H 2.807 3.512 -1.606
H 4.892 4.334 -2.481
H 6.968 4.410 -1.098
H 6.694 3.479 1.300
N 2.222 -3.034 0.921
C 1.625 -2.442 -0.109
C 0.435 -2.848 -0.608
C -0.176 -3.956 -0.194
C 0.471 -4.672 0.866
C 1.618 -4.142 1.383
H 2.156 -1.632 -0.580
H 0.070 -2.172 -1.370
H -1.159 -4.272 -0.660
H 0.103 -5.623 1.288
H 2.010 -4.664 2.252
N -2.360 -2.086 2.031
C -1.595 -1.370 2.855
C -0.994 -1.984 3.906
C -0.981 -3.358 4.111
C -1.717 -4.085 3.251
C -2.367 -3.411 2.214
H -1.529 -0.308 2.622
H -0.282 -1.332 4.450
H -0.488 -3.767 4.990
H -1.581 -5.170 3.239
H -2.958 -4.011 1.539
N -0.466 5.110 1.269
C 0.422 6.045 0.945
C 1.738 6.041 1.450
C 2.198 5.071 2.303
C 1.308 4.051 2.524
C 0.034 4.132 1.978
H 0.077 6.919 0.319
H 2.305 6.935 1.226
H 3.173 5.138 2.661
H 1.604 3.204 3.077
H -0.741 3.399 2.231
N -1.458 1.102 -1.490
C -1.224 1.084 -0.194
C 0.010 0.954 0.441
C 1.106 0.823 -0.374
C 0.917 0.832 -1.744
C -0.348 0.947 -2.311
H -2.077 1.251 0.454
H 0.149 1.003 1.514
H 2.171 0.657 -0.130
H 1.751 0.794 -2.423
H -0.402 0.943 -3.370
```

Löwdin atomic charge list, values in e, 8 entries:
1. C -0.0063
2. C -0.5872
3. O 0.0530
4. N 0.0007
5. C -0.1024
6. H 0.0900
7. H 0.0685
8. H 0.0837

***

[2]
This record from the OMol25 dataset describes C46H78GeN5PdSSe as an isolated structure. The level of theory is the ωB97M-V functional and the def2-TZVPD basis.

Frontier orbital gap (spin up / spin down) = 5.298 / 5.494 eV
HOMO (spin up / spin down) = -3.217 / -3.416 eV
⟨S²⟩ = 2.022
Calculated total energy = -7077.80714 Ha
Total charge = -1
2S+1 = 3

Structure (XYZ):
```
133
C46H78GeN5PdSSe | the OMol25 dataset | the ωB97M-V functional and the def2-TZVPD basis
Pd -0.187 -1.542 -0.487
C 1.714 -2.335 -3.906
C 2.312 -0.932 -3.835
C 1.213 0.117 -3.779
C 3.401 -0.788 -2.775
C 4.660 -0.543 -3.314
C 5.809 -0.442 -2.548
C 5.704 -0.688 -1.196
C 4.477 -0.952 -0.596
C 4.537 -1.490 0.832
C 5.332 -2.799 0.873
C 5.119 -0.490 1.832
C 3.277 -0.880 -1.352
N 2.060 -0.935 -0.652
C 2.078 -0.192 0.456
C 1.255 -0.249 1.598
N 0.226 -1.035 1.842
C -0.299 -0.947 3.141
C 0.350 -1.625 4.186
C -0.137 -1.489 5.483
C -1.266 -0.742 5.767
C -1.942 -0.133 4.720
C -1.480 -0.224 3.413
C -2.290 0.409 2.305
C -2.792 1.816 2.642
C -3.477 -0.491 1.965
C 1.545 -2.545 3.982
C 1.540 -3.364 2.687
C 2.869 -1.787 4.139
H 1.093 -2.427 -4.801
H 1.097 -2.561 -3.037
H 2.499 -3.090 -3.971
H 2.841 -0.778 -4.781
H 0.463 -0.174 -3.052
H 0.725 0.208 -4.754
H 1.599 1.096 -3.491
H 4.737 -0.428 -4.391
H 6.766 -0.227 -3.006
H 6.600 -0.719 -0.588
H 3.525 -1.729 1.164
H 6.393 -2.627 0.679
H 4.959 -3.501 0.128
H 5.239 -3.264 1.857
H 6.150 -0.232 1.579
H 5.120 -0.916 2.838
H 4.541 0.436 1.856
H 2.841 0.589 0.540
H 1.569 0.467 2.374
H 0.378 -2.011 6.284
H -1.631 -0.657 6.783
H -2.849 0.427 4.921
H -1.661 0.465 1.417
H -3.698 1.780 3.255
H -3.041 2.356 1.725
H -2.045 2.391 3.193
H -4.094 -0.662 2.852
H -3.135 -1.458 1.595
H -4.101 -0.023 1.200
H 1.487 -3.261 4.810
H 1.996 -2.815 1.864
H 0.538 -3.642 2.359
H 2.116 -4.282 2.832
H 2.961 -1.026 3.362
H 3.715 -2.472 4.040
H 2.935 -1.295 5.111
C -0.040 7.051 2.274
C 1.214 6.199 2.457
C 1.228 4.949 1.581
C 0.185 3.912 2.001
N 0.136 2.765 1.123
C -0.515 2.675 -0.056
S -0.418 1.267 -0.957
N -1.184 3.778 -0.462
C -1.888 3.905 -1.727
C -1.253 4.914 -2.683
C -0.018 4.425 -3.443
C 1.243 4.248 -2.603
H 0.025 7.979 2.844
H -0.940 6.532 2.604
H -0.173 7.318 1.222
H 1.311 5.908 3.508
H 2.093 6.803 2.223
H 2.210 4.472 1.618
H 1.069 5.231 0.535
H -0.813 4.356 2.076
H 0.425 3.545 3.000
H 0.606 1.911 1.392
H -1.051 4.627 0.061
H -2.923 4.191 -1.517
H -1.904 2.912 -2.175
H -1.008 5.834 -2.135
H -2.022 5.190 -3.410
H 0.190 5.144 -4.241
H -0.261 3.477 -3.932
H 1.494 5.174 -2.077
H 2.091 3.987 -3.237
H 1.136 3.448 -1.873
C -5.380 -0.194 -4.118
Ge -5.626 -0.392 -2.186
C -7.496 -0.881 -1.842
C -5.253 1.327 -1.322
C -4.433 -1.772 -1.479
Se -2.576 -1.141 -1.591
C -2.248 -1.796 -3.405
H -6.205 0.386 -4.533
H -5.351 -1.162 -4.619
H -4.447 0.329 -4.330
H -8.167 -0.137 -2.275
H -7.685 -0.932 -0.769
H -7.734 -1.852 -2.278
H -5.536 2.149 -1.982
H -4.186 1.403 -1.110
H -5.809 1.428 -0.388
H -4.507 -2.719 -2.010
H -4.658 -1.966 -0.431
H -2.128 -0.962 -4.092
H -3.090 -2.413 -3.714
H -1.345 -2.397 -3.381
C 2.458 -4.079 -0.343
C 1.046 -4.573 -0.351
C 0.702 -5.908 -0.253
C -0.708 -5.957 -0.223
C -1.141 -4.650 -0.312
C -2.577 -4.241 -0.288
N -0.081 -3.783 -0.409
H 3.079 -4.793 0.205
H 2.540 -3.112 0.143
H 2.887 -3.972 -1.339
H 1.398 -6.732 -0.174
H -1.343 -6.826 -0.123
H -3.177 -5.086 0.057
H -2.946 -3.958 -1.277
H -2.759 -3.399 0.382
```

Löwdin atomic charge list, values in e, 8 entries:
1. Pd 0.4858
2. C -0.0640
3. C -0.3800
4. C -0.0882
5. C -0.1123
6. C -0.0662
7. C -0.0994
8. C -0.0640

***

[3]
This record from the OMol25 dataset describes a 10-piece molecular cluster, C46H80N10 overall. The level of theory is the ωB97M-V functional and the def2-TZVPD basis.

Frontier orbital gap = 7.864 eV
HOMO = -7.512 eV
Calculated total energy = -2348.18397 Ha
Structure (SMILES) = c1cc[nH]c1.c1cc[nH]c1.c1cc[nH]c1.c1cc[nH]c1.c1cc[nH]c1.c1cc[nH]c1.c1cc[nH]c1.CCN(CC)CC.CCN(CC)CC.CCN(CC)CC

Structure (XYZ):
```
136
C46H80N10 | the OMol25 dataset | the ωB97M-V functional and the def2-TZVPD basis
N -4.837 -5.653 -0.330
C -4.310 -5.875 -1.563
C -3.443 -4.823 -1.808
C -3.545 -3.912 -0.737
C -4.415 -4.447 0.176
H -5.464 -6.274 0.147
H -4.536 -6.743 -2.155
H -2.804 -4.655 -2.664
H -3.076 -2.943 -0.698
H -4.773 -4.135 1.142
N 1.231 -5.139 -2.592
C 2.244 -4.684 -3.386
C 2.586 -3.429 -2.958
C 1.852 -3.202 -1.762
C 0.983 -4.246 -1.573
H 0.729 -6.007 -2.637
H 2.426 -5.181 -4.326
H 3.213 -2.744 -3.499
H 1.824 -2.304 -1.162
H 0.248 -4.401 -0.803
N -0.611 -2.916 -4.199
C -1.563 -1.986 -3.916
C -2.622 -2.212 -4.749
C -2.362 -3.444 -5.431
C -1.074 -3.823 -5.121
H 0.222 -3.005 -3.637
H -1.374 -1.181 -3.224
H -3.456 -1.586 -5.025
H -2.983 -3.922 -6.171
H -0.408 -4.611 -5.428
N -3.378 -0.044 -0.893
C -4.121 0.845 -0.170
C -5.336 0.957 -0.805
C -5.322 0.152 -1.962
C -4.108 -0.513 -1.944
H -2.391 -0.254 -0.769
H -3.683 1.420 0.627
H -6.121 1.625 -0.482
H -6.048 -0.015 -2.740
H -3.759 -1.267 -2.633
N -0.617 1.018 0.945
C -0.938 -0.265 1.248
C -0.604 -1.059 0.151
C -0.146 -0.206 -0.857
C -0.144 1.075 -0.345
H -0.593 1.800 1.584
H -1.281 -0.474 2.245
H -0.670 -2.131 0.049
H 0.183 -0.472 -1.848
H 0.213 2.031 -0.691
N 1.615 -0.082 4.674
C 0.839 -0.844 3.851
C -0.320 -1.129 4.553
C -0.215 -0.495 5.803
C 1.022 0.096 5.900
H 2.551 0.195 4.440
H 1.185 -1.096 2.862
H -1.129 -1.791 4.290
H -0.941 -0.734 6.566
H 1.573 0.558 6.699
N 1.332 2.477 2.824
C 1.497 3.375 1.814
C 0.547 4.357 1.946
C -0.245 4.017 3.060
C 0.282 2.859 3.604
H 1.844 1.622 2.911
H 2.329 3.226 1.144
H 0.322 5.209 1.324
H -1.134 4.543 3.366
H -0.070 2.326 4.473
C -0.161 0.884 -5.954
C 1.026 0.163 -5.329
N 1.956 1.087 -4.640
C 3.074 0.346 -4.054
C 3.761 -0.646 -5.000
C 1.280 1.808 -3.571
C 2.078 3.007 -3.061
H 0.209 1.786 -6.451
H -0.903 1.212 -5.227
H -0.684 0.313 -6.719
H 0.671 -0.555 -4.578
H 1.584 -0.348 -6.109
H 3.890 1.050 -3.850
H 2.918 -0.082 -3.052
H 3.148 -1.544 -5.106
H 3.794 -0.286 -6.031
H 4.790 -0.874 -4.732
H 1.145 1.105 -2.734
H 0.275 2.143 -3.818
H 1.429 3.680 -2.497
H 2.494 3.588 -3.886
H 2.919 2.744 -2.416
C -3.853 1.645 3.659
C -3.357 2.426 4.876
N -4.101 3.651 5.215
C -5.316 3.291 5.939
C -6.203 4.486 6.200
C -3.193 4.575 5.906
C -2.849 4.242 7.341
H -4.736 1.037 3.825
H -3.065 1.035 3.207
H -3.956 2.403 2.876
H -3.307 1.799 5.784
H -2.295 2.670 4.806
H -5.874 2.490 5.454
H -5.012 2.870 6.911
H -5.639 5.277 6.696
H -6.746 4.915 5.357
H -7.021 4.235 6.885
H -3.687 5.552 5.964
H -2.307 4.753 5.302
H -2.380 3.270 7.488
H -3.672 4.403 8.041
H -2.167 5.032 7.678
C 5.782 -2.776 -1.407
C 5.527 -1.289 -1.708
N 5.753 -0.473 -0.500
C 7.195 -0.161 -0.465
C 7.592 0.633 0.772
C 4.879 0.703 -0.597
C 3.472 0.239 -0.257
H 5.358 -3.110 -0.460
H 6.866 -2.855 -1.319
H 5.361 -3.444 -2.157
H 6.138 -0.991 -2.571
H 4.497 -1.170 -2.043
H 7.557 0.371 -1.354
H 7.753 -1.096 -0.455
H 7.060 1.589 0.775
H 8.635 0.959 0.722
H 7.430 0.150 1.734
H 5.182 1.496 0.083
H 4.842 1.017 -1.651
H 3.133 -0.617 -0.846
H 3.453 -0.190 0.752
H 2.653 0.952 -0.363
```

Löwdin atomic charge list, values in e, 8 entries:
1. N -0.0099
2. C -0.1335
3. C -0.1055
4. C -0.1151
5. C -0.1255
6. H 0.1411
7. H 0.1016
8. H 0.0757

***

Computed values of energy relative to the best compared isomer or geometry (same formula, charge and spin) (unit: kJ/mol) for the preceding records, in sequence: 0.0; 40.9; 0.0.